*w*
{"formula": "C4H29NO13", "method": "ωB97M-V with the def2-TZVPD basis set", "elements": ["C", "C", "C", "O", "N", "C", "O", "H", "H", "H", "H", "H", "H", "H", "O", "H", "H", "O", "H", "H", "O", "H", "H", "O", "H", "H", "O", "H", "H", "O", "H", "H", "O", "H", "H", "O", "H", "H", "O", "H", "H", "O", "H", "H", "O", "H", "H"], "positions_angstrom": [[1.12, -1.98, -0.52], [1.08, -2.11, 0.98], [2.48, -1.98, 1.66], [3.38, -1.43, 1.09], [0.32, -1.02, 1.59], [-0.95, -0.83, 1.13], [-1.77, -0.02, 1.55], [1.57, -1.01, -0.77], [0.22, -2.17, -1.10], [1.88, -2.56, -1.07], [0.74, -3.14, 1.18], [2.59, -2.46, 2.64], [0.72, -0.25, 2.13], [-1.40, -1.57, 0.46], [-1.02, -2.98, 3.70], [-1.90, -2.66, 3.48], [-0.47, -2.32, 3.25], [-1.88, -2.55, -3.51], [-1.45, -3.33, -3.88], [-1.46, -1.94, -4.15], [-2.34, -0.80, -1.40], [-1.69, -0.49, -2.04], [-2.96, -1.37, -1.85], [2.78, 1.74, 1.41], [1.89, 1.67, 1.74], [3.34, 1.17, 1.95], [-1.07, -0.07, -4.76], [-0.22, 0.31, -4.54], [-1.61, 0.72, -4.74], [1.83, 0.24, 3.84], [1.02, 0.77, 4.03], [1.74, -0.61, 4.28], [-2.44, 3.02, -1.60], [-2.23, 2.20, -1.16], [-1.80, 3.60, -1.19], [-0.26, 2.46, -3.90], [-1.03, 2.91, -3.54], [0.35, 2.07, -3.28], [-1.02, 2.55, 0.68], [-1.15, 1.63, 0.43], [-1.89, 2.87, 0.93], [1.97, 1.78, -1.69], [1.68, 2.64, -1.34], [2.05, 1.46, -0.77], [-0.07, 1.90, 3.23], [-0.90, 1.51, 2.93], [0.21, 2.42, 2.48]], "smiles": "C[C@@H](C=O)NC=O.O.O.O.O.O.O.O.O.O.O.O", "e_lumo_ha": 0.0028, "orbital_gap_ha": 0.390, "total_charge": 0}

*x*
{"formula": "C4H29NO13", "method": "ωB97M-V with the def2-TZVPD basis set", "elements": ["C", "C", "C", "O", "N", "C", "O", "H", "H", "H", "H", "H", "H", "H", "O", "H", "H", "O", "H", "H", "O", "H", "H", "O", "H", "H", "O", "H", "H", "O", "H", "H", "O", "H", "H", "O", "H", "H", "O", "H", "H", "O", "H", "H", "O", "H", "H"], "positions_angstrom": [[2.50, 2.67, 0.85], [1.31, 3.49, 0.43], [-0.05, 2.90, 0.83], [-0.88, 3.46, 1.49], [-0.10, 1.49, 0.71], [0.30, 0.70, -0.32], [0.26, 0.97, -1.51], [3.51, 3.06, 0.62], [2.55, 2.30, 1.89], [2.44, 1.71, 0.32], [1.32, 4.51, 0.81], [1.34, 3.34, -0.67], [-0.53, 0.86, 1.39], [0.74, -0.30, -0.09], [-1.83, 0.69, -3.84], [-2.11, 1.17, -3.04], [-1.60, -0.08, -3.31], [3.49, -0.91, -3.19], [2.70, -1.42, -2.96], [3.50, -0.02, -2.85], [1.05, -2.04, -2.38], [0.54, -1.42, -1.83], [0.36, -2.35, -2.98], [0.33, -1.87, 2.72], [0.55, -2.54, 3.39], [0.14, -2.37, 1.92], [-2.77, 0.05, 2.15], [-3.38, -0.44, 1.58], [-3.23, 0.67, 2.73], [2.40, -2.60, 0.25], [3.05, -2.55, -0.46], [1.55, -2.83, -0.14], [-0.30, 0.08, 4.89], [0.49, -0.28, 4.46], [-0.99, -0.35, 4.36], [-2.21, -2.58, 1.79], [-2.89, -3.19, 2.07], [-1.87, -2.11, 2.56], [-3.33, 1.33, -0.03], [-3.63, 2.13, -0.45], [-2.47, 1.39, 0.41], [1.08, 1.17, -4.25], [0.28, 1.54, -3.85], [1.28, 0.44, -3.63], [-1.28, -3.15, -1.08], [-1.50, -3.37, -0.16], [-2.08, -3.35, -1.57]], "smiles": "CCC(=O)NC=O.O.O.O.O.O.O.O.O.O.O.O", "e_lumo_ha": -0.0140, "orbital_gap_ha": 0.365, "total_charge": 0}

Most stable one: *w*, least stable one: *x*.